This record from OMol25 describes C30H26AlAsN3O5S2 as an isolated structure in a non-equilibrium geometry. The level of theory is ωB97M-V/def2-TZVPD.

Geometry as XYZ:
```
68
Properties=species:S:1:pos:R:3
Al 1.5794 0.3370 -0.9955
O 3.1598 0.7571 -0.6298
H 3.1238 2.6116 -0.8155
H 4.0709 0.5080 -0.5499
O -0.8309 -2.0935 -0.2901
S -0.0190 -2.5751 -1.3672
O 0.6587 -3.8144 -1.1903
N 1.0506 -1.3402 -1.7863
C 0.8419 -0.9452 -3.0379
S 1.6175 0.4398 -3.5402
C -0.1918 -1.6605 -3.7650
C -0.6065 -1.4821 -5.0797
C -1.7101 -2.1961 -5.5215
C -2.4003 -3.0470 -4.6696
C -1.9844 -3.2328 -3.3547
C -0.8721 -2.5458 -2.9322
H -0.0742 -0.8108 -5.7364
H -2.0472 -2.0842 -6.5399
H -3.2595 -3.5862 -5.0348
H -2.5110 -3.8960 -2.6858
C -2.5334 2.8101 -2.1195
N -1.1363 3.0756 -1.8470
C -0.5812 4.3005 -1.9646
C 0.7351 4.5346 -1.7028
C 1.5232 3.4338 -1.2832
O 2.7831 3.5253 -1.0069
N 0.9489 2.2433 -1.1772
C -0.3405 2.0142 -1.4934
O -0.7229 0.8483 -1.4835
H -3.0656 3.7476 -2.2489
H -2.9607 2.2555 -1.2813
H -2.6380 2.2075 -3.0234
H -1.2341 5.0929 -2.2965
H 1.1811 5.5065 -1.8138
C 2.6489 1.5306 5.1672
C 3.3926 1.1804 4.0515
C 2.7561 0.7593 2.8971
C 1.3678 0.6959 2.8387
C 0.6289 1.0388 3.9658
C 1.2668 1.4579 5.1228
As 0.5567 -0.1214 1.2379
C -1.3018 0.3853 1.4606
C -2.3735 -0.4926 1.4269
C -3.6686 -0.0019 1.3687
C -3.8987 1.3629 1.3490
C -2.8325 2.2473 1.4108
C -1.5400 1.7592 1.4681
C 0.9893 -1.9473 1.6928
C 2.0703 -2.4950 1.0159
C 2.4315 -3.8130 1.2255
C 1.7121 -4.5851 2.1217
C 0.6505 -4.0336 2.8198
C 0.2901 -2.7121 2.6136
H 3.1472 1.8595 6.0678
H 4.4703 1.2295 4.0831
H 3.3308 0.4606 2.0263
H -0.4530 0.9735 3.9415
H 0.6870 1.7219 5.9947
H -2.1884 -1.5571 1.4055
H -4.5029 -0.6862 1.3299
H -4.9075 1.7409 1.2861
H -3.0098 3.3126 1.4160
H -0.6900 2.4390 1.5214
H 2.6154 -1.8753 0.3035
H 3.2584 -4.2404 0.6805
H 1.9793 -5.6202 2.2721
H 0.1007 -4.6400 3.5240
H -0.5364 -2.2713 3.1606
```

The calculation puts the relative energy (zero: lowest compared OMol25 entry of this formula, charge and spin) at 65.5 kJ/mol. For the HOMO energy, the calculation gives -11.4 eV. The charge is +1. The calculation puts the LUMO energy at -3.308 eV. Its calculated total energy is -4973.8406 Ha.

Here are the natural (NBO) charges for atoms 1 to 4, given in e:
1 Al 1.711
2 O -1.258
3 H 0.542
4 H 0.529



This record from OMol25 describes C2H3BrO2 as an isolated structure in a non-equilibrium geometry. The level of theory is ωB97M-V/def2-TZVPD.

Geometry as XYZ:
```
8
Properties=species:S:1:pos:R:3
C 2.2887 0.7397 2.0745
C -0.9024 -0.6821 -0.8851
O -0.3175 0.6335 -0.4553
O 1.3895 0.6515 2.7501
Br 0.3796 -1.6241 -0.0116
H -1.9448 -0.5489 -0.5334
H 0.0020 1.3790 -0.9427
H -0.8951 -0.5487 -1.9964
```

The calculation puts the relative energy (zero: lowest compared OMol25 entry of this formula, charge and spin) at 234.3 kJ/mol. For the HOMO energy, the calculation gives -9.8 eV. The charge is 0. The calculation puts the LUMO energy at 0.728 eV. Its calculated total energy is -2802.4243 Ha.

Here are the natural (NBO) charges for atoms 1 to 4, given in e:
1 C 0.497
2 C -0.210
3 O -0.826
4 O -0.497



This record from OMol25 describes C16H22BN7Zn as an isolated structure in a non-equilibrium geometry. The level of theory is ωB97M-V/def2-TZVPD.

Geometry as XYZ:
```
47
Properties=species:S:1:pos:R:3
H -1.6160 -2.7974 0.3223
N -1.5119 -0.7945 -0.3425
B -2.0126 1.5191 -1.4198
N -2.3822 0.0677 -0.9357
C -3.5665 -0.5683 -1.1148
Zn 0.3409 -0.2214 0.1101
H -4.3968 -0.0427 -1.5839
C -3.4608 -1.8713 -0.6265
H -4.2301 -2.6415 -0.6156
C -2.1446 -1.9706 -0.1484
H -3.0540 2.0514 -1.7407
C 4.2234 -0.2664 -0.2837
H 5.0864 -0.7622 0.1797
H 4.0258 0.6395 0.4348
H 4.4811 0.2319 -1.2297
N -1.0582 1.4850 -2.6258
N -1.3850 2.2886 -0.2308
N 0.1566 0.8739 -2.5896
N -0.3985 1.7560 0.5308
C -1.3207 1.9736 -3.8750
C -1.6717 3.5425 0.2029
H -2.2517 2.5015 -4.0829
H -2.4454 4.1300 -0.2896
C -0.2358 1.6678 -4.6892
C -0.8411 3.8351 1.2844
C 0.6546 0.9805 -3.8286
C -0.0614 2.6752 1.4544
H -0.1043 1.9153 -5.7425
H -0.8128 4.7514 1.8721
H 1.6392 0.5644 -4.0542
H 0.7069 2.4509 2.1947
H 3.4134 -0.9969 -0.4671
C 0.2337 0.0056 3.7064
C 0.7714 -1.1682 2.9659
C 1.2482 -2.3133 3.5769
C 1.6243 -3.1673 2.5684
C 1.3547 -2.5098 1.3878
C 1.5806 -3.0784 0.0254
N 0.8425 -1.2827 1.6189
H 0.9024 0.8642 3.5478
H 0.2186 -0.1968 4.7985
H -0.7998 0.2275 3.3682
H 1.3090 -2.5078 4.6398
H 2.0364 -4.1615 2.6814
H 2.6552 -3.3230 -0.1041
H 0.9804 -4.0046 -0.0947
H 1.2761 -2.3517 -0.7562
```

The calculation puts the relative energy (zero: lowest compared OMol25 entry of this formula, charge and spin) at 0.0 kJ/mol. For the HOMO energy, the calculation gives -6.9 eV. The charge is 0. The calculation puts the LUMO energy at 0.269 eV. Its calculated total energy is -2810.4384 Ha.

Here are the natural (NBO) charges for atoms 1 to 4, given in e:
1 H 0.235
2 N -0.505
3 B 0.554
4 N -0.305



This record from OMol25 describes C17H22Cl2O4Pb as an isolated structure in a non-equilibrium geometry. The level of theory is ωB97M-V/def2-TZVPD.

Geometry as XYZ:
```
46
Properties=species:S:1:pos:R:3
C 0.0976 -1.3177 -2.5378
C 0.9404 -0.1668 -2.7150
C 0.1167 0.9793 -2.7943
C 2.4065 -0.1705 -2.9272
C -1.2293 0.5733 -2.6485
C -1.2544 -0.8544 -2.4961
C -2.4722 -1.7026 -2.4480
C 0.5417 -2.7342 -2.5277
C 0.5802 2.3642 -3.0384
C -2.4035 1.4672 -2.7817
Pb -0.2027 -0.1659 -0.5882
Cl 4.7175 1.3051 0.2566
Cl 1.9554 -0.9297 0.0982
O -1.9517 0.4323 0.2458
H 2.8588 -1.1018 -2.6097
H 2.8919 0.6333 -2.3816
H 2.6150 -0.0321 -3.9902
H 1.5407 2.5536 -2.5706
H -0.1238 3.0957 -2.6555
H 0.6890 2.5303 -4.1123
H -2.2558 2.4043 -2.2532
H -3.3055 1.0102 -2.3933
H -2.5620 1.6964 -3.8375
H -3.2825 -1.2060 -1.9229
H -2.2782 -2.6452 -1.9457
H -2.8109 -1.9274 -3.4608
H 1.4964 -2.8446 -2.0241
H 0.6461 -3.1013 -3.5502
H -0.1708 -3.3691 -2.0109
H -1.9027 1.3152 0.6362
O -0.7238 -1.7301 0.4053
H -1.6507 -1.6699 0.6850
O -1.7825 -0.3129 2.6173
C -0.5394 0.1113 2.6555
O 0.1930 0.2423 1.5463
C 0.0882 0.3099 3.9807
C 1.4435 0.6666 4.0949
C 2.0328 0.8111 5.3563
C 1.2782 0.6033 6.5138
C -0.0685 0.2511 6.4142
C -0.6622 0.1039 5.1573
H 2.0502 0.8219 3.2121
H 3.0778 1.0802 5.4367
H 1.7367 0.7117 7.4882
H -0.6531 0.0862 7.3107
H -1.7066 -0.1792 5.1102
```

The calculation puts the relative energy (zero: lowest compared OMol25 entry of this formula, charge and spin) at 349.9 kJ/mol. For the HOMO energy, the calculation gives -1.2 eV. The charge is -2. The calculation puts the LUMO energy at 4.747 eV. Its calculated total energy is -2075.0785 Ha.

Here are the Löwdin charges for atoms 1 to 4, given in e:
1 C -0.354
2 C -0.352
3 C -0.298
4 C -0.078



This record from OMol25 describes C26H25IOPS3Sb2Se4W as an isolated structure. The level of theory is ωB97M-V/def2-TZVPD.

Geometry as XYZ:
```
64
Properties=species:S:1:pos:R:3
W -1.7668 -0.0853 2.7072
S -3.5013 -3.5676 4.7987
Sb -4.3177 -1.9861 3.4572
S -2.7267 -1.6547 1.4418
S -3.3467 0.3035 4.2082
I -2.6974 0.0271 -1.7552
C -1.4124 1.2200 -2.8968
C -2.0134 2.2339 -3.5907
C -1.3076 2.9557 -4.5730
C -0.0420 2.5743 -4.8965
C 0.6014 1.5243 -4.1963
C 1.8834 1.0945 -4.6155
C 2.5193 0.0782 -3.9719
C 1.9474 -0.4556 -2.8024
C 0.7266 -0.0493 -2.3228
P 0.3637 -0.4666 -0.5471
C 2.0403 -0.2086 0.1528
C 2.9340 -1.2117 0.5070
C 4.1494 -0.8933 1.1009
C 4.4913 0.4299 1.3333
C 3.6116 1.4415 0.9672
C 2.3935 1.1200 0.3930
C 0.1873 -2.2813 -0.5983
C 0.2836 -2.9933 0.5993
C 0.0021 -4.3485 0.6463
C -0.3984 -5.0122 -0.5063
C -0.5013 -4.3156 -1.7013
C -0.2074 -2.9587 -1.7494
C -0.0398 0.8835 -3.0968
H -3.0589 2.4529 -3.4205
H -1.7991 3.7621 -5.1007
H 0.4951 3.0590 -5.7025
H 2.3353 1.5825 -5.4707
H 3.4835 -0.2778 -4.3097
H 2.5245 -1.1704 -2.2308
H 2.6824 -2.2511 0.3306
H 4.8305 -1.6866 1.3815
H 5.4376 0.6735 1.7981
H 3.8720 2.4783 1.1400
H 1.7040 1.9120 0.1167
H 0.5689 -2.4835 1.5131
H 0.0704 -4.8859 1.5848
H -0.6326 -6.0681 -0.4670
H -0.8142 -4.8263 -2.6032
H -0.2953 -2.4259 -2.6878
Se -0.9941 -6.9577 3.6385
Sb -0.8604 -5.1383 5.1337
Se -0.5065 -1.7554 4.0889
Se 0.5294 0.2548 3.4890
Se -1.0672 -5.3718 7.4668
C -0.3689 3.3696 2.3346
C -1.6228 2.9169 1.6086
C -2.8734 3.5513 2.1947
C -1.5208 3.1522 0.1124
O -1.7713 1.4828 1.7985
H -0.2552 4.4478 2.2148
H 0.5170 2.8824 1.9244
H -0.4328 3.1454 3.3995
H -2.8682 4.6235 1.9931
H -2.9164 3.4026 3.2740
H -3.7656 3.1169 1.7434
H -1.3185 4.2064 -0.0814
H -2.4494 2.8746 -0.3841
H -0.7149 2.5530 -0.3140
```

The calculation puts the relative energy (zero: lowest compared OMol25 entry of this formula, charge and spin) at 27.5 kJ/mol. As for the multiplicity: 2. For the HOMO energy (alpha / beta), the calculation gives -7.8 / -7.8 eV. The charge is 0. The calculation puts the LUMO energy (alpha / beta) at -1.724 / -2.315 eV. Its calculated total energy is -13068.0568 Ha.

Here are the natural (NBO) charges for atoms 1 to 4, given in e:
1 W 0.782
2 S -0.746
3 Sb 1.079
4 S -0.317



This record from OMol25 describes C17H32As3BF4N5Ni as an isolated structure. The level of theory is ωB97M-V/def2-TZVPD.

Geometry as XYZ:
```
63
Properties=species:S:1:pos:R:3
Ni 0.8006 -0.6249 1.0092
N 2.2119 0.0896 4.7440
C 2.0603 0.5136 3.4949
N 1.2145 -0.2984 2.8858
C 0.9002 -1.2340 3.8310
N 1.4934 -1.0269 4.9773
C 0.0261 -2.3688 3.5140
C -0.4378 -3.2470 4.4874
N -1.2252 -4.2681 4.1777
C -1.5436 -4.4128 2.8968
C -1.0792 -3.5372 1.9232
N -0.2929 -2.5120 2.2276
H 2.8180 0.4591 5.4595
H 2.5774 1.3479 3.0517
H -0.1641 -3.1138 5.5268
H -2.1827 -5.2468 2.6345
H -1.3455 -3.6704 0.8815
C 2.1414 -0.2015 -2.1541
As 0.6308 -0.9680 -1.2331
C 0.8411 -2.8527 -1.6027
C -0.9854 -0.5405 -2.2371
C -1.7922 0.7075 -1.8500
C -3.0614 0.7116 -2.7128
C -2.2754 0.6145 -0.3910
As -0.9813 0.7413 1.0521
C -2.1258 0.4035 2.5753
C -0.5404 2.6093 1.2885
C -0.9825 1.9987 -2.0546
As -0.9323 2.8121 -3.8738
C 0.1737 4.3271 -3.3098
C 0.5229 1.7896 -4.7021
H 2.0547 -0.4012 -3.2210
H 3.0379 -0.6729 -1.7533
H 2.1999 0.8683 -1.9726
H 0.8824 -3.0105 -2.6795
H 0.0059 -3.4121 -1.1865
H 1.7686 -3.1864 -1.1422
H -1.6197 -1.4261 -2.1350
H -0.6907 -0.4838 -3.2871
H -3.6960 -0.1422 -2.4666
H -2.8197 0.6588 -3.7748
H -3.6371 1.6250 -2.5523
H -2.7864 -0.3397 -0.2238
H -3.0079 1.4043 -0.2033
H -2.9589 1.1052 2.5658
H -1.5571 0.5323 3.4945
H -2.5086 -0.6143 2.5275
H -1.4442 3.2129 1.2146
H 0.1830 2.9315 0.5448
H -0.1102 2.7278 2.2822
H 0.0441 1.8848 -1.6848
H -1.4422 2.7941 -1.4592
H -0.4140 5.0023 -2.6890
H 0.4992 4.8750 -4.1928
H 1.0532 3.9941 -2.7569
H 0.2035 0.7785 -4.9532
H 1.4056 1.7553 -4.0659
H 0.7840 2.2911 -5.6337
F 4.5652 -1.1230 0.0067
B 3.7088 -0.7219 0.9848
F 4.1581 -0.8721 2.2700
F 2.4738 -1.6076 0.8578
F 3.2003 0.5707 0.7671
```

The calculation puts the relative energy (zero: lowest compared OMol25 entry of this formula, charge and spin) at 0.0 kJ/mol. For the HOMO energy (alpha / beta), the calculation gives -11.3 / -11.3 eV. The charge is +1. The calculation puts the LUMO energy (alpha / beta) at -3.077 / -3.080 eV. Its calculated total energy is -9580.7441 Ha.

Here are the natural (NBO) charges for atoms 1 to 4, given in e:
1 Ni 0.731
2 N -0.315
3 C 0.253
4 N -0.569



This record from OMol25 describes one molecule with the formula C5H12Si in a non-equilibrium geometry. The level of theory is ωB97M-V/def2-TZVPD.

Geometry as XYZ:
```
18
Properties=species:S:1:pos:R:3
C 2.3141 1.9451 1.9956
C 2.0236 1.1419 0.9732
C -1.3469 -1.6146 0.3484
C -0.7474 -0.9893 -2.1156
C -1.0561 -0.4996 -0.6666
Si 0.1511 0.8773 0.2059
H 3.3402 1.8619 2.2288
H 1.5524 2.4872 2.5297
H 2.6176 0.4841 0.5399
H -1.1932 -1.2959 1.4151
H -0.7313 -2.4701 0.1867
H -2.4640 -1.8048 0.2270
H 0.1667 -1.6767 -2.0042
H -1.5351 -1.5565 -2.4603
H -0.4688 -0.1556 -2.6470
H -0.8799 1.4204 1.2808
H -1.9535 -0.0148 -0.9411
H 0.2107 1.8599 -1.0964
```

The calculation puts the relative energy (zero: lowest compared OMol25 entry of this formula, charge and spin) at 259.2 kJ/mol. For the HOMO energy, the calculation gives -9.5 eV. The charge is 0. The calculation puts the LUMO energy at 0.626 eV. Its calculated total energy is -487.0771 Ha. As for the structure (SMILES): C=C[SiH2]C(C)C.

Here are the natural (NBO) charges for atoms 1 to 4, given in e:
1 C -0.378
2 C -0.493
3 C -0.628
4 C -0.592



This record from OMol25 describes C3H5NO as an isolated structure in a non-equilibrium geometry. The level of theory is ωB97M-V/def2-TZVPD.

Geometry as XYZ:
```
10
Properties=species:S:1:pos:R:3
C -0.6701 -0.9040 -0.0321
C -0.5257 1.0948 0.0557
N 0.8666 1.1191 0.0698
C 1.3796 -0.0154 -0.1791
O 0.6366 -1.1069 -0.4615
H -0.7357 -1.1980 1.0432
H -1.3682 -1.5330 -0.6018
H -0.9226 1.9694 -0.5059
H -1.1035 0.7637 0.8749
H 2.4431 -0.1897 -0.2631
```

The calculation puts the relative energy (zero: lowest compared OMol25 entry of this formula, charge and spin) at 285.8 kJ/mol. For the HOMO energy, the calculation gives -9.2 eV. The charge is 0. The calculation puts the LUMO energy at 0.987 eV. Its calculated total energy is -247.1984 Ha.

Here are the natural (NBO) charges for atoms 1 to 4, given in e:
1 C -0.141
2 C -0.234
3 N -0.485
4 C 0.390